Below is the molecule C5H8O in a non-equilibrium geometry, with properties calculated with wB97M-V/def2-TZVPD.

* SMILES: C1CC2(C1)CO2
* HOMO-LUMO gap: 10.6768 eV
* E: -270.4286 Ha
* energy relative to the best compared isomer or geometry (same formula, charge and spin): 339.4 kJ/mol

Each line ends with the natural charge from an NBO analysis.
Element x y z (Å)
C (-1.302756, -0.249770, -0.478181)  -0.393
C (-0.881634, 0.014035, 0.978989)  -0.429
C (0.502869, 0.234875, 0.456529)  0.247
C (-0.116702, 0.531513, -1.032942)  -0.466
C (1.828329, -0.337514, 0.358285)  -0.162
O (1.570027, 0.932952, 1.007775)  -0.479
H (-2.287788, 0.078690, -0.782213)  0.208
H (-1.166743, -1.313883, -0.706770)  0.201
H (-1.249561, 0.985759, 1.324450)  0.216
H (-1.083655, -0.753077, 1.726260)  0.216
H (-0.249371, 1.606769, -1.153124)  0.209
H (0.206565, 0.167837, -2.047309)  0.211
H (2.359279, -1.052254, 0.994536)  0.209
H (1.776189, -0.193122, -0.730906)  0.213

Cartesian forces, eV/Å:
C -0.694 -0.079 0.017
C -0.179 -0.059 0.186
C -0.666 0.300 -1.348
C -0.241 0.314 0.639
C -0.331 -0.091 -0.011
O 0.038 0.351 -0.663
H -0.301 -0.093 0.000
H -0.178 0.211 -0.009
H -0.122 -0.153 0.016
H 0.149 0.057 0.009
H -0.469 0.056 0.185
H 0.586 0.034 1.290
H -0.437 0.052 -0.592
H 2.843 -0.901 0.280